[1]
Below is C9H36Al2O13P as an isolated structure in a non-equilibrium geometry, with properties calculated with ωB97M-V/def2-TZVPD.

XYZ file:
```
61
Properties=species:S:1:pos:R:3:forces:R:3
Al -3.34279 -4.35323 -0.10853 0.096 0.039 0.142
Al -1.47644 -0.26126 -5.36315 0.015 0.107 0.062
P -1.02651 -0.38895 -0.68513 0.686 -0.384 1.106
O -2.54501 -0.55765 -0.47468 0.230 -0.641 0.078
O -0.36883 -0.39859 0.73646 -0.797 0.311 -2.154
O -0.75624 0.78123 -1.61006 0.548 -0.343 0.461
O -0.72240 -1.69965 -1.48178 -0.609 0.892 0.500
C 1.58416 1.18664 4.66302 0.486 -0.569 0.291
O 0.32505 1.52867 4.20903 -1.369 0.313 0.268
H 1.79802 1.43273 5.70313 -0.441 0.460 -0.123
H 1.68882 0.10678 4.55791 0.650 -0.108 -0.196
H 2.23649 1.75113 3.99676 1.068 -0.170 -0.004
H 0.18314 0.97602 3.43699 -0.364 0.052 -0.348
C 2.33017 -4.37144 1.15885 0.759 -0.986 0.364
O 0.96933 -4.02927 1.24720 -0.202 0.214 -0.166
H 2.92280 -3.93656 1.96370 0.022 0.310 0.023
H 2.44663 -5.44866 1.27775 -0.320 0.001 -0.045
H 2.79111 -4.12732 0.20176 -0.072 0.323 -0.217
H 0.94329 -3.06967 1.25767 -0.309 0.211 -0.009
C 1.59752 4.64446 0.87594 -0.339 -0.826 0.001
O 0.49590 4.45045 -0.01726 0.972 1.207 0.221
H 2.14432 5.58298 0.78485 -0.610 0.108 -0.697
H 1.24425 4.61460 1.90668 -0.365 0.055 0.450
H 2.30966 3.82010 0.83899 0.114 -0.246 -0.275
H 0.19849 3.54002 -0.08274 0.230 -0.356 0.305
C 2.60299 -4.58723 -4.11352 1.447 -0.434 -0.029
O 1.50564 -3.75702 -4.23722 -1.126 0.654 -0.216
H 3.04372 -4.80381 -5.08663 -0.414 -0.077 -0.025
H 3.38671 -4.06848 -3.56146 0.339 0.055 0.297
H 2.38830 -5.50628 -3.56819 -0.113 -0.211 -0.071
H 1.18745 -3.57930 -3.34910 -0.173 0.070 0.091
C 3.94754 -0.30202 -0.74994 -0.499 -1.547 -0.784
O 3.61943 -0.28466 0.60072 0.168 0.720 0.740
H 4.82796 -0.93486 -0.86155 0.238 0.174 -0.072
H 3.11872 -0.77749 -1.27444 0.032 -0.064 -0.424
H 4.13411 0.63035 -1.28283 0.117 0.648 0.500
H 2.66950 -0.37775 0.70358 -0.185 0.099 0.006
C -4.00605 2.88936 2.07634 -0.384 1.497 -0.328
O -4.85851 1.97455 1.50110 0.238 -1.214 -0.486
H -3.83179 2.66554 3.12878 0.113 0.039 0.473
H -3.06454 2.95089 1.53055 0.212 0.044 0.169
H -4.56619 3.81952 1.98061 0.370 0.482 0.567
H -4.23406 1.37299 1.08903 -0.494 -0.844 -0.409
C 2.94476 3.58984 -3.84404 -0.012 -0.413 0.121
O 2.15522 2.41019 -3.94872 0.383 -0.470 -0.347
H 3.86087 3.54491 -4.43298 -0.204 -0.482 -0.285
H 2.32873 4.37449 -4.28329 0.132 0.663 0.400
H 3.25655 3.71226 -2.80680 -0.299 0.614 -0.002
H 1.63056 2.31019 -3.15102 -0.065 0.082 0.186
C -6.46486 0.91644 -3.35491 0.020 -0.581 0.252
O -5.05967 0.93842 -3.17011 0.607 -0.079 -0.537
H -6.84629 -0.08572 -3.15924 -0.156 -0.231 0.231
H -6.91594 1.59125 -2.62741 -0.389 0.232 -0.393
H -6.70259 1.09135 -4.40418 0.143 0.578 0.266
H -4.84244 0.69646 -2.26686 -0.127 0.049 0.157
C -1.50031 -2.52139 4.91321 0.510 -1.757 3.083
O -2.10834 -2.20605 3.75934 -0.755 0.849 -2.190
H -1.43502 -1.69337 5.61905 0.291 0.339 0.002
H -2.04064 -3.30291 5.44740 -0.366 0.036 -0.187
H -0.52370 -2.98390 4.77029 0.614 0.242 -0.118
H -1.57875 -1.48031 3.42105 -0.291 0.265 -0.679
```
Forces are in eV/Å.

Energy relative to the best compared isomer or geometry (same formula, charge and spin)   94.7 kcal per mole
HOMO   -16.800 eV
Multiplicity   1
Total charge   +3

---

[2]
Below is a 10-piece molecular cluster, C9H36BF4N18O9 overall in a non-equilibrium geometry, with properties calculated with ωB97M-V/def2-TZVPD.

XYZ file:
```
77
Properties=species:S:1:pos:R:3:forces:R:3
B 29.72128 -17.82993 18.58511 0.348 -0.657 0.081
F 29.85832 -19.21510 18.63039 0.108 -0.395 -0.070
F 30.95114 -17.22073 18.76384 0.707 0.552 0.321
F 29.25619 -17.52969 17.34058 -0.307 0.281 -2.015
F 28.78561 -17.38486 19.48650 -0.162 0.389 1.100
C 30.69794 -22.73297 16.61813 -1.611 0.635 1.537
O 31.75892 -22.70736 16.13915 4.906 -0.146 -2.251
N 29.70589 -23.42784 16.11590 -2.732 -3.355 -3.071
N 30.31901 -22.11749 17.70576 -1.031 2.327 3.024
H 28.74473 -23.50479 16.41646 0.472 0.158 0.332
H 30.04665 -24.15820 15.50717 -0.443 0.135 -0.125
H 29.33371 -22.17357 17.92059 0.333 0.328 0.576
H 30.86541 -21.37972 18.12676 -0.033 -0.327 0.004
C 27.17563 -14.66397 16.66088 -5.758 1.876 -1.208
O 26.74817 -13.52048 16.54303 0.258 0.961 -0.180
N 28.28837 -15.02572 17.09296 8.467 0.368 2.181
N 26.44805 -15.73520 16.41572 -2.080 -2.596 -1.160
H 29.01346 -14.33225 16.97703 0.051 0.039 0.449
H 28.64464 -15.95625 17.25820 -0.630 0.098 -0.238
H 25.44327 -15.74753 16.31397 0.441 0.114 -0.039
H 26.98674 -16.58735 16.35449 -0.947 -0.160 0.090
C 25.85186 -15.76471 20.38038 -4.821 4.072 -1.183
O 24.67748 -15.37863 20.38499 -0.239 0.845 0.701
N 26.11367 -16.98795 20.28343 1.907 -6.940 0.223
N 26.90083 -15.00972 20.21778 4.051 2.976 0.333
H 27.06317 -17.22089 20.02988 -0.394 -0.669 -0.076
H 25.38401 -17.68615 20.26855 0.232 0.351 0.182
H 26.96269 -14.00602 20.12366 -0.972 -0.281 0.083
H 27.82321 -15.38920 20.37688 -0.220 -0.168 -0.225
C 26.44999 -19.15668 16.65384 -2.925 -0.852 0.290
O 25.43756 -19.22173 16.00972 -2.289 0.347 -2.509
N 27.49135 -19.85606 16.47617 5.346 -3.551 -2.633
N 26.49757 -18.57996 17.79883 -0.307 3.167 4.242
H 28.21702 -19.88681 17.17800 0.060 -0.239 -0.442
H 27.57124 -20.40587 15.63272 0.216 0.163 0.259
H 25.60810 -18.39372 18.23957 0.563 0.295 0.002
H 27.37488 -18.61545 18.29800 -0.781 0.146 0.577
C 28.49754 -17.72316 23.65127 -0.457 -0.789 -1.959
O 28.60378 -16.63883 24.12627 -0.377 4.232 1.051
N 27.86060 -18.10278 22.54120 -1.126 0.390 -1.231
N 29.12220 -18.73073 24.18183 2.733 -3.715 2.304
H 27.92375 -19.07294 22.26752 -0.375 0.118 -0.391
H 27.25254 -17.48608 22.02154 0.134 -0.193 0.275
H 29.84192 -18.49800 24.85110 -0.223 0.063 -0.046
H 29.42874 -19.47699 23.57417 -0.170 -0.301 0.066
C 32.29710 -17.77546 22.45048 2.643 0.237 0.203
O 33.31045 -18.35552 22.15060 1.328 -1.740 -0.962
N 31.47438 -17.20526 21.64285 -2.704 1.266 -3.860
N 32.05432 -17.41868 23.67125 -0.630 0.603 5.741
H 31.80003 -17.11318 20.69124 -0.562 -0.044 0.053
H 30.72955 -16.63568 22.01825 0.086 -0.129 -0.516
H 32.68993 -17.70724 24.40120 -0.168 -0.043 -0.308
H 31.38007 -16.70945 23.92121 0.010 -0.272 -0.061
C 28.92701 -21.12761 21.11448 -1.735 2.662 -1.782
O 27.89590 -20.63603 20.62472 -0.184 0.470 -0.717
N 28.88079 -22.08414 21.94059 -0.266 -4.576 3.558
N 30.14074 -20.64313 20.91990 1.246 1.350 -1.049
H 28.03456 -22.60487 22.12177 0.067 0.222 -0.074
H 29.75809 -22.51081 22.20211 0.013 -0.418 0.352
H 30.14037 -19.90278 20.23288 0.729 -0.010 0.467
H 30.89713 -20.87379 21.54819 0.163 0.137 -0.297
C 33.00889 -19.50635 16.01641 3.795 -3.866 2.574
O 33.56989 -20.40203 16.63978 -0.138 -0.342 0.066
N 33.63587 -18.79068 15.14457 2.644 3.115 -3.849
N 31.80656 -19.13332 16.15926 -6.104 1.564 1.272
H 33.18999 -17.92140 14.88839 0.685 -0.192 -0.497
H 34.57224 -19.00841 14.83489 -0.374 0.134 0.376
H 31.56613 -18.21090 15.82539 -0.502 -0.359 0.227
H 31.26874 -19.48735 16.93741 0.081 0.131 -0.122
C 31.32226 -13.85152 20.01472 -0.280 0.158 -0.464
O 31.62038 -12.80985 20.48071 1.976 4.168 1.641
N 30.24647 -14.46482 20.40530 -2.825 -1.877 0.952
N 31.93762 -14.45792 19.04112 2.583 -1.184 -3.007
H 30.22539 -15.41259 20.05688 -1.024 -0.241 0.954
H 29.95432 -14.10396 21.30226 -0.540 -0.822 -0.017
H 32.79007 -14.02784 18.71178 -0.255 -0.326 -0.040
H 31.64419 -15.36265 18.70130 0.318 0.134 -0.043
```
Forces are in eV/Å.

HOMO (spin up / spin down)   2.113 / -5.109 eV
Multiplicity   2
Total charge   -2

---

[3]
Below is a 10-piece molecular cluster, C9H36F2N19O13S2 overall in a non-equilibrium geometry, with properties calculated with ωB97M-V/def2-TZVPD.

XYZ file:
```
81
Properties=species:S:1:pos:R:3:forces:R:3
N -1.25548 -0.17317 -0.20144 2.390 1.599 -1.951
S -0.65370 -1.32717 0.59381 -1.131 -4.776 3.350
O 0.21540 -1.00695 1.68873 0.275 0.283 -1.000
O -0.44111 -2.52774 -0.15709 0.623 0.366 0.149
F -1.98917 -1.71663 1.40492 -0.097 0.345 -0.271
S 0.11744 0.45524 -0.92793 -0.663 2.291 -1.457
O 1.07308 -0.43861 -1.48718 -0.646 -0.720 0.697
O 0.54330 1.63320 -0.26396 -0.117 -0.279 0.339
F -0.65020 0.99091 -2.20995 -0.076 -0.038 0.103
C 4.25864 0.46222 -3.26092 -0.095 0.283 -1.030
O 5.17537 1.14213 -3.67325 0.261 0.170 0.080
N 4.41249 -0.86309 -2.92336 0.027 -0.659 0.150
N 2.95481 0.83267 -3.21092 -0.215 -0.565 0.376
H 5.34785 -1.20740 -2.80940 0.072 0.155 0.167
H 3.68864 -1.29030 -2.36869 0.196 -0.057 0.283
H 2.34809 0.11700 -2.83829 -0.335 0.695 -0.241
H 2.57490 1.59146 -3.74155 0.260 0.181 0.068
C -4.58560 -0.34323 -1.42289 -0.294 1.228 -1.291
O -5.73647 -0.24699 -1.82589 0.103 -0.736 0.297
N -3.49051 -0.34415 -2.22566 -0.010 -0.146 -0.202
N -4.21980 -0.23170 -0.13720 -0.983 -0.120 1.571
H -2.63758 -0.24741 -1.69192 0.262 -0.527 -1.055
H -3.61401 -0.76939 -3.12637 0.486 0.186 -0.115
H -5.03642 -0.26604 0.45122 0.399 0.060 0.460
H -3.28600 -0.43957 0.18837 -0.666 -0.052 0.028
C -3.90895 0.75821 4.29813 -0.427 0.802 -0.420
O -3.40245 1.10628 5.34367 0.100 -0.067 0.262
N -4.80562 1.49551 3.58780 -0.711 1.214 0.071
N -3.61683 -0.37025 3.62636 0.578 -0.997 0.320
H -4.92880 2.47114 3.79207 0.079 0.002 0.176
H -5.33066 1.14415 2.80929 0.168 -0.093 -0.013
H -3.17705 -1.09186 4.16725 0.132 -0.289 -0.440
H -3.97511 -0.48907 2.69934 0.161 -0.518 0.047
C -2.65748 3.16278 0.85033 -0.802 0.935 0.390
O -3.12091 4.07370 1.53798 0.190 0.079 0.229
N -2.48780 3.27719 -0.47366 0.626 -1.407 -0.818
N -2.35913 1.95658 1.38610 0.231 -0.745 0.974
H -2.58986 4.09529 -1.03924 -0.094 0.277 0.404
H -2.11837 2.43849 -0.88600 0.010 0.322 -0.650
H -2.56265 1.88941 2.36984 0.046 0.114 -0.044
H -1.89262 1.15020 0.96910 -0.347 0.999 -0.156
C 3.84536 -0.52746 0.66993 -0.601 1.473 -1.184
O 3.44125 0.53275 0.18372 -0.087 -0.156 0.672
N 5.04205 -1.01289 0.26851 0.823 -0.966 0.205
N 3.14025 -1.26109 1.54660 0.494 -0.622 0.276
H 5.56493 -0.50249 -0.41657 -0.166 0.163 -0.038
H 5.37420 -1.92117 0.54016 0.044 0.066 0.039
H 3.45099 -2.19679 1.73475 -0.273 0.002 0.315
H 2.27957 -0.91451 1.92816 -0.114 -0.104 -0.117
C 0.22669 6.01816 1.18141 -1.694 -0.155 -2.329
O 0.69819 6.86197 0.42590 1.046 0.014 0.866
N -0.97509 6.22720 1.81748 0.854 0.087 0.848
N 0.58801 4.70815 1.20676 0.339 -0.324 0.451
H -1.24340 7.19151 1.86371 -0.429 -0.113 -0.194
H -1.63617 5.46706 1.77222 -0.517 0.270 0.317
H 0.04546 4.07188 1.76424 0.192 -0.067 0.094
H 1.24145 4.30896 0.55865 0.090 0.255 -0.035
C 3.12525 -4.58513 -2.01251 0.313 -1.753 -0.917
O 3.07315 -5.59840 -1.32986 0.113 0.365 0.423
N 4.24062 -4.22749 -2.71967 0.341 1.269 -0.338
N 2.04289 -3.81836 -2.25944 -0.186 0.445 0.717
H 4.21857 -3.33300 -3.18133 0.060 -0.085 -0.179
H 4.96972 -4.84143 -3.02643 -0.201 -0.456 0.443
H 1.96513 -3.18220 -3.02973 -0.111 0.079 0.081
H 1.30033 -3.93973 -1.59539 -0.257 0.333 -0.243
C 1.35839 1.80766 3.81950 0.110 -1.143 1.147
O 1.65119 2.17172 4.94964 0.239 0.637 -0.211
N 0.20260 1.11584 3.60917 -0.794 0.063 -0.405
N 2.19826 1.85782 2.75937 0.479 0.293 -0.674
H -0.08910 0.84728 2.68872 0.108 0.025 -0.049
H -0.51561 1.14419 4.31256 0.165 0.170 0.176
H 2.02975 1.43532 1.85856 -0.161 0.069 0.007
H 3.14635 2.14778 2.91588 -0.088 0.132 0.171
C -1.10543 -4.62550 -3.46584 -0.361 1.139 -1.497
O -1.34856 -4.67533 -4.66792 0.023 -0.537 0.230
N -0.66584 -5.69049 -2.75150 -0.101 -0.915 -0.089
N -1.22803 -3.46181 -2.78255 0.512 -0.920 1.200
H -0.38752 -5.70238 -1.78808 -0.103 0.213 0.023
H -0.82993 -6.57408 -3.20002 0.238 -0.033 0.046
H -1.51605 -2.61205 -3.22214 -0.048 -0.028 -0.048
H -1.09954 -3.56444 -1.78818 -0.255 1.018 -0.044
```
Forces are in eV/Å.

Energy relative to the best compared isomer or geometry (same formula, charge and spin)   35.1 kcal per mole
HOMO   -7.041 eV
Multiplicity   1
Total charge   -1

---

[4]
Below is a 10-piece molecular cluster, C9H36F2NO13S2 overall in a non-equilibrium geometry, with properties calculated with ωB97M-V/def2-TZVPD.

XYZ file:
```
63
Properties=species:S:1:pos:R:3:forces:R:3
N -1.33382 0.73245 -0.34226 -1.437 -3.110 -0.467
S -0.18023 -0.27825 0.05250 5.600 -0.602 1.491
O 0.36928 -1.09707 -1.00097 -1.266 0.275 0.301
O -0.24550 -0.86808 1.36290 -0.540 0.574 -1.014
F 1.00771 0.80260 0.18859 -1.037 0.151 0.131
S -2.51390 -0.47027 -0.57889 -3.672 0.864 -0.864
O -3.07479 -1.03569 0.60736 1.000 0.229 -0.189
O -2.36933 -1.33746 -1.72174 0.375 1.149 1.288
F -3.64498 0.56782 -0.99946 0.654 -0.117 -0.194
C -0.05453 -0.18949 5.09901 0.213 -0.122 0.707
O -0.37079 -1.43291 5.74495 -0.037 -0.020 -0.341
H 1.03128 -0.06790 5.06487 -0.030 0.136 -0.178
H -0.44299 -0.17308 4.08487 -0.140 -0.161 0.055
H -0.47854 0.62132 5.69572 0.007 0.232 -0.318
H 0.14784 -1.45495 6.55175 -0.045 -0.074 0.045
C -3.01292 2.05083 2.40962 -0.104 -0.756 -0.030
O -1.62392 2.06626 2.10131 -0.270 0.312 -0.125
H -3.60039 2.54330 1.63227 -0.029 0.076 0.049
H -3.33450 1.01007 2.51312 -0.192 0.021 -0.174
H -3.21065 2.50742 3.37869 0.336 0.315 -0.077
H -1.52669 1.70476 1.19596 -0.036 0.156 0.745
C -2.64981 -4.98250 -2.40128 0.065 -0.377 0.027
O -1.60931 -5.86675 -1.98406 0.229 0.141 0.117
H -3.02220 -5.31421 -3.37384 -0.213 0.259 0.003
H -3.45421 -4.95529 -1.66109 -0.086 0.015 -0.099
H -2.23925 -3.98255 -2.49637 0.075 -0.061 -0.043
H -1.96186 -6.75796 -1.94616 -0.061 0.002 0.007
C 1.27389 2.42652 3.36307 0.493 1.076 -0.009
O 0.14976 3.11479 3.89664 -0.361 -0.592 -0.008
H 1.78873 3.12179 2.69236 0.212 -0.194 -0.161
H 1.96179 2.22837 4.18509 0.001 -0.197 0.016
H 1.09458 1.51127 2.79972 -0.450 -0.061 0.188
H -0.61577 2.87292 3.34352 0.334 0.028 0.015
C -1.10475 4.30724 -0.33518 0.700 -1.119 0.183
O -2.07416 3.46340 -0.94096 -0.337 0.395 0.077
H -1.20995 4.33112 0.75337 -0.206 0.284 -0.021
H -0.12227 3.84970 -0.51603 0.160 0.396 -0.015
H -1.10870 5.30615 -0.76297 -0.295 -0.049 -0.091
H -1.84094 2.54969 -0.72116 -0.140 0.428 -0.172
C 4.15763 0.93986 0.36706 -0.891 -0.705 0.027
O 4.10728 0.94688 1.78860 0.295 0.334 0.329
H 4.67086 0.05767 -0.02508 0.499 0.335 0.009
H 3.14572 0.83796 -0.03804 0.197 0.327 -0.046
H 4.59283 1.88429 0.05332 0.176 -0.127 -0.120
H 4.07273 0.05696 2.14260 -0.113 -0.115 -0.219
C -0.36844 -2.61012 -4.29910 0.060 0.609 -0.255
O -1.71004 -2.16825 -4.20580 0.073 -0.198 0.322
H 0.30023 -1.74152 -4.28751 0.160 -0.120 0.128
H -0.08429 -3.29377 -3.49348 -0.030 -0.079 -0.038
H -0.23511 -3.09124 -5.26902 -0.081 -0.175 0.093
H -1.80224 -1.75142 -3.32928 -0.049 -0.069 -0.621
C 0.92261 1.57976 -3.05139 0.583 0.610 -0.194
O -0.47598 1.36668 -3.04548 0.387 -0.057 0.415
H 1.23783 1.99212 -4.01244 -0.317 -0.136 -0.177
H 1.23423 2.34153 -2.32742 -0.148 -0.033 0.190
H 1.54786 0.70189 -2.87357 -0.313 -0.280 0.087
H -0.72656 1.29940 -2.10604 -0.066 -0.038 -0.757
C 3.76735 -2.27743 -1.40738 -1.125 -0.286 0.690
O 2.94205 -1.33083 -2.06151 0.567 -0.084 -0.577
H 3.36354 -3.28865 -1.51869 0.078 -0.076 -0.094
H 4.79592 -2.30113 -1.75744 -0.049 0.481 -0.264
H 3.73405 -2.05646 -0.33514 0.411 -0.151 0.115
H 2.01673 -1.51956 -1.84260 0.228 0.132 0.104
```
Forces are in eV/Å.

Energy relative to the best compared isomer or geometry (same formula, charge and spin)   0.0 kcal per mole
HOMO   -7.191 eV
Multiplicity   1
Total charge   -1

---

The highest multiplicity belongs to which entry? C9H36BF4N18O9

---

The highest total charge belongs to which entry? C9H36Al2O13P